Below is C30H25N11OPd as an isolated structure at a distorted geometry, with properties calculated with ωB97M-V/def2-TZVPD.

Each line ends with the natural charge from an NBO analysis.
Element x y z (Å)
Pd  0.14060  0.02800  0.02140  0.061
C  5.18350  0.22010  -1.35000  -0.234
N  4.19950  0.20740  -0.30130  -0.190
C  2.87970  0.47150  -0.32860  0.173
N  2.36550  0.27360  0.87110  -0.513
C  3.41550  -0.13040  1.61190  0.138
N  4.53940  -0.17650  0.93660  -0.291
C  5.75560  1.58170  -1.68730  -0.023
C  6.72550  1.68310  -2.68230  -0.192
C  7.32100  2.89970  -2.96990  -0.201
C  6.94780  4.04380  -2.29010  -0.185
C  5.96420  3.95340  -1.31330  -0.034
C  5.37760  2.72380  -1.01090  -0.213
C  5.50790  5.11270  -0.58610  0.438
N  6.07010  6.27060  -0.39890  -0.278
N  5.23940  6.99590  0.36500  -0.274
C  4.19460  6.25970  0.60340  0.427
O  4.30720  5.04260  0.02730  -0.410
C  2.98070  6.54570  1.32930  -0.031
C  2.89670  7.55490  2.28010  -0.185
C  1.70330  7.74300  2.95310  -0.201
C  0.60620  6.94060  2.68420  -0.192
C  0.67640  5.95030  1.70930  -0.025
C  -0.55300  5.14230  1.35790  -0.236
N  -0.29470  4.09220  0.41170  -0.188
C  0.36670  2.92630  0.54860  0.181
N  0.42280  2.31130  -0.61740  -0.526
C  -0.24150  3.13870  -1.45150  0.129
N  -0.67590  4.22870  -0.86440  -0.291
C  1.86750  5.75860  1.04010  -0.214
H  4.75160  -0.23340  -2.24980  0.222
H  6.00070  -0.41720  -0.99320  0.246
H  2.31940  0.80220  -1.19030  0.248
H  3.35680  -0.39340  2.64900  0.204
H  7.02320  0.79810  -3.22350  0.212
H  8.08590  2.95380  -3.72850  0.220
H  7.38720  5.00400  -2.50690  0.234
H  4.63070  2.67840  -0.23370  0.232
H  3.76620  8.15930  2.48100  0.233
H  1.62390  8.52420  3.69300  0.220
H  -0.31810  7.08690  3.22130  0.212
H  -1.28090  5.80600  0.87830  0.248
H  -1.00600  4.72500  2.26350  0.222
H  0.78510  2.55740  1.46810  0.238
H  -0.41190  2.93350  -2.48960  0.209
H  1.95190  5.00460  0.27350  0.232
N  -2.54060  -2.50370  -0.13610  -0.569
C  -3.04500  -1.22880  -0.07950  0.394
C  -4.43010  -1.09130  0.12420  -0.289
C  -4.98420  0.16710  0.16390  -0.155
C  -4.14380  1.26520  0.02770  -0.306
C  -2.79340  1.03570  -0.14530  0.081
N  -2.24780  -0.17190  -0.20860  -0.471
C  -1.23690  -2.95220  -0.21160  0.372
C  -1.00570  -4.28430  0.16370  -0.285
C  0.28610  -4.76360  0.16150  -0.168
C  1.31150  -3.90600  -0.22010  -0.297
C  0.97630  -2.63860  -0.66020  0.059
N  -0.26810  -2.15520  -0.66450  -0.470
H  -3.21690  -3.22670  0.06750  0.393
H  -5.04170  -1.97350  0.24000  0.205
H  -6.04900  0.29880  0.29610  0.216
H  -4.52940  2.26960  0.05480  0.218
H  -2.11240  1.86500  -0.26650  0.192
H  -1.83730  -4.91450  0.44820  0.204
H  0.49520  -5.78440  0.44440  0.215
H  2.34140  -4.22510  -0.18210  0.217
H  1.73290  -1.97980  -1.07670  0.195

Summary:
E_HOMO   -0.1872 Ha
Gap between HOMO and LUMO   5.1 eV
Total energy   -1963.6133 hartree
LUMO   0.0 eV